Here is a cluster of 7 separate species, C5H22NO7 in total from the Open Molecules 2025 dataset. Energies are from ωB97M-V with the def2-TZVPD basis set.

Last column: natural (NBO) charge in e.
Geometry (Å):
O: -2.759819 -1.926392 -1.252409  -0.576
C: -2.873840 -2.157905 -0.065393  0.475
C: -2.430846 -1.256134 1.061637  -0.519
C: -2.438255 0.259084 0.818527  -0.442
C: -1.626256 0.650780 -0.390532  -0.115
C: -0.304743 0.649106 -0.362457  -0.095
N: 0.487702 0.901934 -1.574941  -0.720
H: -3.333569 -3.118502 0.202448  0.138
H: -3.052759 -1.503240 1.935146  0.240
H: -1.424915 -1.606172 1.325403  0.263
H: -3.476692 0.576734 0.693793  0.233
H: -2.022377 0.767965 1.687433  0.234
H: -2.163363 0.924668 -1.285621  0.232
H: 0.311713 0.399696 0.487330  0.223
H: 0.901924 1.829130 -1.519353  0.432
H: -0.129410 0.785830 -2.395083  0.459
H: 1.233559 0.158976 -1.639094  0.486
H: 2.802226 -1.705608 -1.509257  0.498
H: 1.678815 -1.703388 -0.393984  0.520
O: 1.936078 -1.352739 -1.283508  -1.003
H: 2.634360 0.650192 2.272028  0.510
H: 2.400857 -0.042396 3.642102  0.486
O: 2.493558 -0.217882 2.707090  -0.998
H: 1.686214 -1.504885 1.825395  0.517
H: 1.707082 -3.006316 1.512102  0.490
O: 1.252218 -2.176827 1.236787  -0.997
H: 2.242537 5.125778 0.507192  0.497
H: 1.047224 4.696586 1.371770  0.492
O: 1.759128 4.345611 0.828260  -0.964
H: -2.141282 -1.287810 -2.834477  0.506
H: -2.368792 -0.926960 -4.350628  0.485
O: -1.779068 -0.782348 -3.597801  -1.000
H: 4.016251 2.170420 1.431574  0.489
H: 2.659473 2.930549 1.449680  0.511
O: 3.070785 2.051710 1.374233  -0.988

Atomic forces in eV per Å
O 0.014 0.229 0.736
C -0.066 0.219 -0.806
C -0.171 -0.380 0.395
C -0.082 -0.179 -0.421
C 0.235 -0.019 0.362
C -0.190 -0.134 -0.133
N -0.511 -0.328 -0.089
H 0.071 -0.106 0.377
H 0.125 0.128 -0.199
H 0.069 0.010 -0.035
H 0.180 0.130 0.020
H -0.138 -0.107 0.143
H 0.030 -0.123 -0.291
H -0.024 -0.019 0.134
H 0.120 0.068 -0.332
H 0.278 0.219 0.062
H -0.020 -0.053 0.116
H -0.080 -0.005 0.079
H 0.247 -0.081 -0.190
O -0.177 0.194 0.098
H 0.079 -0.070 0.067
H -0.025 0.003 0.289
O -0.129 -0.061 -0.321
H -0.248 -0.098 -0.229
H -0.621 0.691 -0.412
O 0.846 -0.513 0.657
H -0.206 -0.343 0.148
H -0.062 0.091 0.041
O 0.111 0.440 -0.161
H 0.127 0.354 -0.759
H 0.171 -0.023 0.336
O -0.072 -0.039 0.500
H 0.389 0.110 0.026
H 0.091 0.030 -0.210
O -0.361 -0.236 0.003

Output
Strongest force on any atom in eV Å⁻¹: 1.19
Energy relative to the best compared isomer or geometry (same formula, charge and spin) in kJ/mol: 22.5
E_HOMO in eV: -12.8
Charge: +1

Here is a cluster of 6 separate species, C5H23NO5 in total from the Open Molecules 2025 dataset. Energies are from ωB97M-V with the def2-TZVPD basis set.

Last column: natural (NBO) charge in e.
Geometry (Å):
C: 2.354615 -0.991708 0.482122  -0.640
C: 1.645890 -2.077756 -0.344097  -0.393
C: 0.155419 -1.798827 -0.546522  -0.384
C: -0.663856 -1.522937 0.762355  -0.060
C: -1.497940 -0.333874 0.562718  -0.616
N: -1.476607 -2.796394 0.937108  -0.890
H: 2.040204 -0.885910 1.485583  0.190
H: 2.003681 -0.062715 0.126632  0.230
H: 3.441682 -1.185266 0.681390  0.206
H: 2.232690 -1.888501 -1.276728  0.205
H: 1.860179 -2.966436 0.075322  0.194
H: 0.045963 -0.941919 -1.154681  0.185
H: -0.359482 -2.711606 -1.021630  0.208
H: 0.019801 -1.377520 1.561033  0.197
H: -0.996323 0.567053 0.375075  0.207
H: -2.307017 -0.116864 1.274037  0.208
H: -2.063103 -0.426234 -0.331546  0.208
H: -1.903361 -3.243814 0.179153  0.364
H: -1.135720 -3.473510 1.649469  0.372
O: 2.201230 1.115259 -1.857730  -0.925
H: 3.049267 1.098126 -1.489864  0.462
H: 2.497799 1.040416 -2.869222  0.466
O: -3.597655 1.933418 0.129310  -0.952
H: -3.767536 1.171746 0.758968  0.465
H: -3.892910 1.586014 -0.788620  0.491
O: 1.924300 2.038648 1.293445  -0.953
H: 1.708404 2.498698 2.154623  0.476
H: 2.868983 1.563346 1.477762  0.481
O: -0.805526 3.758863 0.418698  -0.957
H: -1.264596 2.886458 0.468788  0.489
H: 0.095901 3.669481 0.837598  0.468
O: -1.913650 1.298162 -1.947199  -0.950
H: -1.339629 1.801178 -2.565913  0.474
H: -1.161081 0.774941 -1.497440  0.473

Atomic forces in eV per Å
C 0.297 -1.020 1.039
C 0.656 4.131 -1.480
C -0.187 -1.606 0.604
C -0.172 -3.341 -1.945
C -2.357 0.165 0.349
N 1.036 1.095 3.860
H -0.895 -0.538 1.511
H 0.690 1.300 -0.934
H -0.652 0.517 -1.145
H -0.888 -1.103 0.067
H 0.529 -3.415 1.054
H 0.078 0.840 -1.127
H 0.975 1.621 0.252
H 0.323 -0.313 1.041
H 1.338 1.260 0.328
H 0.688 -0.380 0.500
H -0.661 -0.602 -1.022
H -0.235 -0.255 -1.332
H -0.370 1.026 -1.045
O -0.662 -0.240 -4.834
H 2.001 0.021 1.502
H -1.412 0.279 3.105
O -1.241 -1.983 -0.764
H 0.133 1.389 -1.283
H 0.992 0.810 2.342
O 2.951 -0.854 2.000
H 0.546 -0.848 -1.288
H -3.528 1.828 -0.526
O 0.911 -0.694 0.708
H 0.559 0.934 -0.038
H -1.604 -0.238 -0.849
O 3.090 -0.810 -0.089
H -0.895 -0.059 0.277
H -2.035 1.083 -0.840

Output
Strongest force on any atom in eV Å⁻¹: 4.88
Energy relative to the best compared isomer or geometry (same formula, charge and spin) in kJ/mol: 234.0
E_HOMO in eV: -8.7
SMILES string: CCC[C@@H](C)N.O.O.O.O.O
Charge: 0

Here is a cluster of 6 separate species, C5H23NO6 in total from the Open Molecules 2025 dataset. Energies are from ωB97M-V with the def2-TZVPD basis set.

Last column: natural (NBO) charge in e.
Geometry (Å):
C: 0.957234 -1.308759 -2.063072  -0.418
N: 0.088122 -0.647827 -0.978150  -0.693
C: -1.349807 -0.688461 -1.167913  -0.067
C: -1.974823 -2.056293 -1.256786  -0.628
C: -1.920089 -0.050141 0.098173  0.109
C: -1.909897 1.481161 0.068022  -0.590
O: -1.158457 -0.384597 1.172883  -0.781
H: 1.162474 -2.353365 -1.994195  0.179
H: 2.016835 -0.790946 -2.047530  0.195
H: 0.458743 -1.155938 -2.981853  0.192
H: 0.370740 -0.919101 -0.046083  0.409
H: -1.636989 -0.105097 -2.149783  0.186
H: -1.970523 -2.525261 -0.301121  0.194
H: -3.035128 -1.926842 -1.466092  0.215
H: -1.475689 -2.609038 -2.048055  0.208
H: -2.986665 -0.250065 0.412840  0.159
H: -1.780383 1.971223 0.938601  0.176
H: -2.685698 1.778361 -0.452924  0.202
H: -1.074064 1.679972 -0.661842  0.208
H: -1.024362 -1.294021 1.460229  0.510
O: 0.320818 2.411279 2.215347  -0.956
H: -0.153886 1.646937 2.672499  0.498
H: -0.453687 2.796812 1.668265  0.495
O: 0.011409 -2.767859 1.685663  -0.936
H: -0.105545 -3.251628 0.866143  0.473
H: 0.849918 -2.433113 1.594816  0.493
O: 0.751047 2.569395 -2.281210  -0.943
H: 0.472925 1.588008 -2.049286  0.482
H: 1.679216 2.333818 -2.348981  0.458
O: 2.609312 1.921866 1.082687  -0.997
H: 2.230323 2.423662 0.179024  0.479
H: 1.795215 1.948829 1.682710  0.503
O: 2.282102 -0.923825 0.901903  -1.014
H: 3.225022 -0.970710 0.576475  0.483
H: 2.158812 0.077189 1.054473  0.517

Atomic forces in eV per Å
C 1.071 2.546 2.215
N 1.435 -0.643 -2.254
C -0.697 0.615 -1.000
C -0.248 0.379 -1.023
C -2.180 1.754 0.961
C 4.649 -3.149 -3.286
O 1.583 0.499 2.697
H -0.142 -0.979 0.525
H -2.159 -0.850 -0.186
H -0.295 0.407 -1.202
H 0.037 0.095 -0.334
H 0.526 -0.780 1.849
H 0.444 -0.792 0.719
H -0.087 -0.138 -0.409
H -0.206 -0.541 0.110
H 0.596 -0.773 -1.252
H 0.066 1.172 2.880
H -4.294 1.772 -2.185
H -0.329 0.515 1.195
H -0.323 -0.569 -0.453
O -3.459 -0.458 0.209
H 0.966 1.232 -0.853
H 2.250 -0.781 1.150
O -3.194 -1.548 0.290
H -0.242 -0.292 -0.139
H 3.637 1.686 -0.091
O -0.539 -3.497 0.850
H 0.030 2.614 -0.379
H 0.625 0.661 -0.313
O -2.141 1.542 -2.984
H 1.396 -2.066 3.754
H 1.029 0.523 -1.114
O 1.285 1.376 -0.075
H -1.585 0.073 0.607
H 0.495 -1.606 -0.478

Output
Strongest force on any atom in eV Å⁻¹: 6.51
Energy relative to the best compared isomer or geometry (same formula, charge and spin) in kJ/mol: 259.0
E_HOMO in eV: -8.9
SMILES string: CN[C@@H](C)[C@H](C)O.O.O.O.O.O
Charge: 0

Here is a cluster of 6 separate species, C5H23NO7 in total from the Open Molecules 2025 dataset. Energies are from ωB97M-V with the def2-TZVPD basis set.

Last column: natural (NBO) charge in e.
Geometry (Å):
C: 0.787741 -0.444278 2.263635  -0.622
C: 0.392639 0.980008 1.784499  -0.040
C: 1.688279 1.538918 1.115888  -0.474
C: 1.514510 2.455317 -0.046326  -0.078
O: 1.980572 1.837355 -1.248612  -0.751
N: -0.746486 0.908621 0.854017  -0.667
C: -2.090896 0.934199 1.378172  0.095
O: -2.388394 -0.196403 2.166310  -0.766
H: 1.639031 -0.269047 2.924864  0.215
H: 0.021037 -1.034306 2.754645  0.183
H: 1.238200 -1.000551 1.449726  0.219
H: 0.100646 1.631085 2.634133  0.190
H: 2.338503 0.679863 0.894967  0.238
H: 2.380200 1.958517 1.849250  0.223
H: 0.469291 2.718264 -0.209197  0.196
H: 2.053513 3.420571 0.041519  0.174
H: 1.244094 1.622048 -1.826925  0.475
H: -0.502436 0.188210 0.189134  0.377
H: -2.867818 0.800752 0.604946  0.192
H: -2.196382 1.889668 1.919503  0.162
H: -1.656549 -0.436261 2.737387  0.476
O: -2.018029 -1.384196 -1.430553  -0.978
H: -2.199631 -1.774064 -0.551326  0.499
H: -2.867559 -1.498907 -1.869234  0.467
O: -2.519125 -2.730250 0.973438  -0.990
H: -2.627731 -3.303555 1.741106  0.485
H: -2.749292 -1.838747 1.325655  0.498
O: 4.137377 -0.520888 -0.244023  -0.960
H: 3.648867 -1.345246 -0.425669  0.475
H: 3.646800 0.200704 -0.656142  0.488
O: 1.472000 -2.568811 -2.259620  -0.958
H: 0.654713 -2.438412 -2.763910  0.484
H: 2.227710 -2.705637 -2.838529  0.475
O: -1.869812 0.887046 -3.859661  -0.936
H: -0.964356 1.136799 -4.129063  0.463
H: -1.731911 -0.007616 -3.516007  0.473

Atomic forces in eV per Å
C 0.789 1.199 0.476
C -0.297 -0.500 0.043
C 0.447 -0.632 1.140
C -0.116 0.975 -1.025
O 0.432 -0.257 -0.432
N 0.433 0.736 -0.199
C 0.960 -0.238 -0.937
O -0.803 -0.784 1.003
H -0.114 -0.377 0.466
H 0.044 -0.055 0.109
H -0.393 -0.230 -0.383
H 0.065 -0.374 -0.333
H -0.517 0.116 -0.823
H -0.573 0.571 0.484
H -0.092 -0.038 0.370
H -0.048 -0.620 0.178
H -0.051 0.036 0.175
H -0.837 -0.209 -0.287
H 0.691 0.822 -0.116
H -0.187 -0.445 0.029
H 0.121 0.282 0.114
O -0.313 -0.032 0.304
H 0.463 -0.165 -0.537
H 0.009 0.071 -0.121
O -0.387 0.554 0.501
H 0.055 -0.099 -0.261
H 0.273 -0.393 0.051
O -0.061 -0.554 0.057
H 0.154 0.733 -0.023
H -0.201 -0.150 -0.190
O -0.156 0.114 0.447
H 0.590 -0.126 -0.031
H -0.420 0.050 -0.324
O 0.966 -0.192 -0.162
H -0.727 0.017 0.084
H -0.200 0.190 0.154

Output
Strongest force on any atom in eV Å⁻¹: 1.51
Energy relative to the best compared isomer or geometry (same formula, charge and spin) in kJ/mol: 201.3
E_HOMO in eV: -9.1
SMILES string: C[C@@H](CCO)NCO.O.O.O.O.O
Charge: 0

Number 1: DFT total energy -784.9358 Ha. Number 2: DFT total energy -635.1453 Ha. Number 3: DFT total energy -710.4069 Ha. Number 4: DFT total energy -785.6954 Ha.